Molecular formula: C8H9Br
Method: DFT, ωB97M-V/def2-TZVPD

Element x y z (Å)
C1 -0.003 0.515 0.713
H1 -1.701 1.455 -0.669
H2 -1.734 0.118 2.108
C2 -0.802 -0.372 1.781
C3 0.013 -1.415 -0.776
H3 -0.196 -0.662 2.616
H4 0.461 1.872 -2.284
C4 1.572 0.753 -0.964
H5 0.130 -2.442 -0.672
C5 -1.007 -0.626 -1.006
H6 2.573 0.853 -1.388
C6 -0.721 0.840 -0.610
H7 0.356 1.360 1.247
C7 0.411 1.292 -1.370
Br1 2.521 -1.193 1.042
C8 1.215 -0.228 0.135
H8 -1.996 -0.843 -1.296
H9 -1.091 -1.277 1.394

ΔE to the lowest compared entry with this formula, charge and spin in kJ/mol: 253.77
Molar mass in g mol⁻¹: 185.064
HOMO in eV: -8.9
Maximum force in eV/A: 4.981
Gap between HOMO and LUMO in Eh: 0.359
Net charge: 0

For reference, the natural (NBO) charges in units of e are: C -0.206; H 0.237; H 0.209; C -0.618; C -0.154; H 0.218; H 0.223; C -0.231; H 0.207; C -0.218; H 0.229; C -0.312; H 0.216; C -0.181; Br 0.100; C -0.148; H 0.219; H 0.210

Molecular formula: C5H13N3O
Method: DFT, ωB97M-V/def2-TZVPD

Element x y z (Å)
C1 -0.846 -0.034 -0.136
H1 1.406 0.709 -1.034
H2 -0.952 1.084 2.906
H3 0.736 0.065 -3.428
N1 -0.274 0.115 1.115
H4 -0.251 -1.822 -1.127
H5 1.853 -1.916 2.401
O1 2.043 -0.987 2.219
C2 -2.038 0.605 -0.106
H6 -0.796 -0.650 -2.187
H7 3.000 -0.905 2.243
H8 -2.765 1.914 1.435
H9 1.972 -0.901 -0.993
H10 2.157 0.666 -3.115
H11 2.095 -0.998 -3.308
N2 1.610 -0.173 -2.957
H12 -2.808 0.717 -0.848
C3 -0.191 -0.739 -1.281
N3 -2.133 1.190 1.140
H13 0.577 -0.314 1.488
C4 -1.050 0.905 1.846
C5 1.254 -0.261 -1.500

ΔE to the lowest compared entry with this formula, charge and spin in kJ/mol: 9.28
Molar mass in g mol⁻¹: 131.179
HOMO in eV: -17.4
Maximum force in eV/A: 1.344
Gap between HOMO and LUMO in Eh: 0.397
Net charge: +2

For reference, the natural (NBO) charges in units of e are: C 0.120; H 0.240; H 0.271; H 0.449; N -0.479; H 0.269; H 0.502; O -0.976; C -0.024; H 0.249; H 0.515; H 0.468; H 0.251; H 0.459; H 0.468; N -0.664; H 0.269; C -0.466; N -0.447; H 0.482; C 0.280; C -0.236

Molecular formula: C11H9NO3
Method: DFT, ωB97M-V/def2-TZVPD

Element x y z (Å)
H1 -3.405 -0.135 -2.475
C1 -0.120 1.695 -0.913
N1 -0.742 -0.067 2.964
H2 0.825 -2.485 -0.089
C2 0.397 -0.501 -1.939
C3 -1.178 -0.663 -1.981
H3 -1.090 -1.902 3.979
C4 0.730 0.384 -0.649
C5 -0.137 -2.434 2.045
C6 1.957 2.408 -0.453
C7 0.258 -0.353 0.690
O1 0.596 2.812 -0.326
C8 -2.374 -0.447 -2.150
H4 0.871 -1.523 -1.940
O2 2.046 1.010 -0.594
H5 -0.321 1.634 1.708
H6 -0.277 2.007 -1.989
C9 -0.673 -1.443 3.023
H7 -0.136 -3.550 2.244
C10 -0.275 0.502 1.790
H8 -1.170 1.677 -0.477
O3 2.853 3.211 -0.453
H9 0.770 0.052 -2.851
C11 0.393 -1.859 0.733

ΔE to the lowest compared entry with this formula, charge and spin in kJ/mol: 338.45
SMILES: C#CC[C@]1(c2cccnc2)COC(=O)O1
Molar mass in g mol⁻¹: 203.197
HOMO in eV: -9.6
Maximum force in eV/A: 5.200
Gap between HOMO and LUMO in Eh: 0.358
Net charge: 0

For reference, the natural (NBO) charges in units of e are: H 0.265; C -0.124; N -0.409; H 0.235; C -0.468; C -0.026; H 0.202; C 0.223; C -0.249; C 0.975; C -0.096; O -0.512; C -0.246; H 0.238; O -0.509; H 0.232; H 0.203; C 0.027; H 0.238; C 0.029; H 0.224; O -0.541; H 0.255; C -0.167

Molecular formula: C4H4BrN
Method: DFT, ωB97M-V/def2-TZVPD

Element x y z (Å)
C1 -1.042 -0.831 -0.968
H1 -1.809 -0.085 -1.095
N1 1.976 2.037 -0.140
Br1 1.288 -1.996 0.126
H2 0.363 0.226 1.820
C2 -0.075 -0.667 -0.085
C3 1.146 1.380 0.289
H3 -1.107 -1.706 -1.589
C4 0.093 0.532 0.804
H4 -0.835 1.110 0.837

ΔE to the lowest compared entry with this formula, charge and spin in kJ/mol: 0.00
SMILES: C=C(Br)CC#N
Molar mass in g mol⁻¹: 145.987
HOMO in eV: -10.1
Maximum force in eV/A: 0.688
Gap between HOMO and LUMO in Eh: 0.393
Net charge: 0

For reference, the natural (NBO) charges in units of e are: C -0.393; H 0.212; N -0.300; Br 0.055; H 0.267; C -0.044; C 0.281; H 0.224; C -0.566; H 0.262

Molecular formula: C10H9IrN2O5
Method: DFT, ωB97M-V/def2-TZVPD

Element x y z (Å)
H1 0.091 -2.011 -0.765
H2 3.495 -2.686 -0.497
C1 1.144 0.470 0.810
C2 1.835 -1.579 0.246
O1 -4.827 1.193 -1.521
O2 -2.497 -2.189 0.574
H3 -2.204 2.198 -1.070
O3 -0.850 -0.652 -3.263
C3 -3.743 1.001 -1.200
C4 -1.221 -0.160 -2.302
H4 1.305 1.773 2.481
Ir1 -1.798 0.688 -0.584
C5 2.216 -0.445 0.918
C6 2.550 -2.880 0.024
C7 -2.272 -1.141 0.148
N1 0.609 -1.339 -0.236
C8 -2.166 1.443 1.253
H5 3.154 -0.275 1.430
H6 1.908 2.454 0.946
H7 2.782 -3.336 0.994
C9 1.112 1.833 1.395
O4 0.193 2.931 -1.652
H8 0.144 2.332 1.254
C10 -0.619 2.221 -1.214
N2 0.166 -0.108 0.089
H9 1.936 -3.560 -0.565
O5 -2.442 1.825 2.306

ΔE to the lowest compared entry with this formula, charge and spin in kJ/mol: 147.14
2S+1: 6
Molar mass in g mol⁻¹: 429.408
HOMO (spin up / spin down) in eV: -17.8 / -24.2
Maximum force in eV/A: 7.126
Gap between HOMO and LUMO (spin up / spin down) in Eh: 0.212 / 0.326
Net charge: +3

For reference, the natural (NBO) charges in units of e are: H 0.449; H 0.321; C 0.178; C 0.266; O -0.233; O -0.269; H 0.110; O -0.244; C 0.521; C 0.610; H 0.318; Ir 0.253; C 0.115; C -0.680; C 0.535; N -0.287; C 0.610; H 0.297; H 0.322; H 0.321; C -0.683; O -0.284; H 0.222; C 0.422; N -0.220; H 0.266; O -0.236

Molecular formula: C13H28NO9PS
Method: DFT, ωB97M-V/def2-TZVPD

Element x y z (Å)
C1 -2.326 -1.145 5.897
N1 1.999 -3.714 -3.084
S1 -2.063 0.566 -2.498
H1 -0.907 -2.458 -0.313
H2 1.604 -4.883 2.852
C2 1.465 7.461 -1.248
O1 -0.402 5.032 -2.017
O2 -0.415 -3.701 -2.675
H3 1.205 -2.208 -0.363
P1 2.758 -2.826 -1.763
C3 0.650 -3.184 -3.419
O3 1.754 -3.028 -0.355
O4 -0.871 -2.604 3.095
C4 -0.889 -2.059 4.320
H4 2.907 5.995 -0.640
C5 -2.088 3.758 -0.426
C6 1.927 6.022 -1.119
O5 1.039 5.275 -0.279
H5 -2.526 -1.803 -0.811
H6 -1.363 0.684 -3.702
H7 1.876 -4.706 -2.845
H8 3.764 -0.632 -2.513
H9 -1.614 -0.343 6.099
C7 0.682 -4.465 3.259
C8 0.403 -3.100 2.661
H10 1.925 -0.739 -2.946
H11 -3.334 -0.735 5.956
H12 -2.452 -3.409 -2.406
O6 -2.148 -1.678 4.586
H13 1.325 7.909 -0.261
H14 0.782 -4.405 4.345
C9 -0.088 4.850 -0.868
H15 -2.745 4.614 -0.591
H16 0.505 7.521 -1.764
H17 -2.532 3.123 0.341
O7 -0.818 4.203 0.052
H18 1.199 -2.388 2.894
H19 -0.760 0.101 -0.382
H20 0.354 -3.183 1.575
O8 0.582 -2.381 -4.353
H21 2.032 5.545 -2.097
H22 0.080 -0.452 -1.926
C10 2.735 -0.990 -2.189
H23 -0.142 -5.150 3.052
C11 -0.917 -0.415 -1.387
H24 -1.985 3.171 -1.340
H25 -2.229 -1.940 6.639
H26 2.466 -0.429 -1.229
C12 -1.509 -2.770 -2.517
O9 0.053 -1.946 5.062
H27 -1.702 -2.092 -3.399
H28 2.194 8.052 -1.806
C13 -1.437 -1.915 -1.152

SMILES: CP(O)NC(=O)OCCCS.CCOC(=O)OC.CCOC(=O)OC
Molar mass in g mol⁻¹: 405.406
HOMO in eV: -9.0
Maximum force in eV/A: 3.256
Gap between HOMO and LUMO in Eh: 0.343
Net charge: 0

For reference, the natural (NBO) charges in units of e are: C -0.258; N -0.952; S -0.081; H 0.226; H 0.223; C -0.638; O -0.643; O -0.523; H 0.469; P 1.181; C 0.883; O -0.967; O -0.501; C 0.982; H 0.189; C -0.265; C -0.072; O -0.497; H 0.224; H 0.159; H 0.409; H 0.269; H 0.198; C -0.638; C -0.074; H 0.251; H 0.195; H 0.203; O -0.497; H 0.212; H 0.223; C 0.982; H 0.186; H 0.224; H 0.191; O -0.498; H 0.196; H 0.234; H 0.193; O -0.584; H 0.195; H 0.219; C -1.000; H 0.211; C -0.532; H 0.212; H 0.189; H 0.240; C -0.100; O -0.641; H 0.226; H 0.217; C -0.452

Molecular formula: C4H4O
Method: DFT, ωB97M-V/def2-TZVPD

Element x y z (Å)
O1 -0.106 -1.093 0.073
C1 0.747 0.816 -0.105
H1 1.555 1.468 0.187
H2 -2.028 -0.777 -0.218
H3 1.944 -0.825 0.267
C2 -0.682 1.049 0.111
C3 -1.063 -0.323 -0.045
C4 1.070 -0.391 -0.091
H4 -1.058 1.975 -0.035

ΔE to the lowest compared entry with this formula, charge and spin in kJ/mol: 176.33
SMILES: c1ccoc1
Molar mass in g mol⁻¹: 68.075
HOMO in eV: -8.8
Maximum force in eV/A: 7.953
Gap between HOMO and LUMO in Eh: 0.366
Net charge: 0

For reference, the natural (NBO) charges in units of e are: O -0.392; C -0.278; H 0.216; H 0.194; H 0.202; C -0.362; C 0.177; C 0.022; H 0.221

Molecular formula: C21H24N2OP2RuS
Method: DFT, ωB97M-V/def2-TZVPD

Element x y z (Å)
N1 -2.138 1.617 -0.245
C1 -2.477 2.616 0.748
H1 -6.407 0.601 -1.228
C2 -4.642 1.564 0.590
H2 1.607 1.647 -2.931
H3 -0.319 4.038 -0.324
H4 1.874 2.979 2.785
H5 -2.536 0.793 0.254
C3 1.367 2.055 2.480
C4 2.021 -1.661 0.089
C5 -1.511 3.410 1.385
H6 2.828 3.526 0.381
H7 -4.981 2.648 3.063
C6 -5.104 0.477 -2.961
C7 1.287 0.613 -3.118
C8 -3.835 0.766 -3.470
H8 0.500 1.875 3.126
C9 -4.002 2.853 2.629
H9 -3.580 0.511 -4.503
S1 3.046 -2.859 0.166
C10 -2.838 1.318 -2.655
H10 -0.228 -2.050 -2.487
H11 -0.968 -1.331 -3.969
C11 -3.008 3.553 3.294
H12 -5.821 -0.034 -3.602
H13 2.993 1.868 -0.309
H14 1.166 0.433 -4.195
C12 -0.188 3.713 0.718
H15 -1.013 4.419 3.197
Ru1 -0.225 0.510 -0.081
N2 1.278 -0.724 0.026
H16 2.007 -0.091 -2.684
C13 -3.746 2.362 1.327
C14 -1.428 1.528 -3.173
C15 -4.449 1.367 -0.788
P1 -0.313 0.329 -2.323
C16 -5.423 0.802 -1.647
C17 -0.914 -0.096 1.535
H17 -1.367 1.311 -4.250
H18 2.053 1.203 2.561
H19 -3.164 3.894 4.316
C18 2.332 2.733 -0.191
C19 -0.928 -1.296 -2.871
P2 0.879 2.221 0.743
H20 -1.930 -1.479 -2.457
H21 2.024 3.101 -1.175
H22 -5.595 1.273 1.027
C20 -1.792 3.857 2.678
O1 -1.426 -0.474 2.515
C21 -3.141 1.578 -1.303
H23 -1.055 2.548 -2.973
H24 0.352 4.483 1.281

2S+1: 6
Molar mass in g mol⁻¹: 515.521
HOMO (spin up / spin down) in eV: -8.7 / -11.7
Maximum force in eV/A: 7.008
Gap between HOMO and LUMO (spin up / spin down) in Eh: 0.243 / 0.226
Net charge: +1

For reference, the natural (NBO) charges in units of e are: N -0.716; C 0.214; H 0.227; C -0.154; H 0.247; H 0.256; H 0.242; H 0.420; C -0.965; C 0.157; C -0.050; H 0.246; H 0.230; C -0.197; C -0.943; C -0.193; H 0.265; C -0.158; H 0.224; S 0.120; C -0.028; H 0.259; H 0.241; C -0.197; H 0.235; H 0.261; H 0.247; C -0.741; H 0.222; Ru 0.424; N -0.671; H 0.259; C -0.128; C -0.729; C -0.038; P 1.012; C -0.179; C 0.440; H 0.242; H 0.263; H 0.234; C -0.962; C -0.952; P 1.084; H 0.263; H 0.247; H 0.225; C -0.190; O -0.430; C 0.115; H 0.250; H 0.248